1.
Molecular formula: CH8O3
Method: DFT, ωB97M-V with the def2-TZVPD basis set

SMILES: CO.O.O
LUMO energy, eV: 0.79
DFT total energy, Ha: -268.57764
E_HOMO, eV: -10.29
Orbital gap, eV: 11.1
Energy above the lowest of the compared OMol25 structures with the same formula, charge and spin, kcal per mole: 15.0

```
! wB97M-V def2-TZVPD RIJCOSX def2/J DEFGRID3
* xyz 0 1
C -1.64 0.57 0.23
O -2.14 -0.29 -0.77
H -2.49 1.04 0.72
H -0.92 0.09 0.90
H -1.01 1.41 -0.12
H -1.57 -1.05 -0.83
O -0.89 -3.30 -1.71
H -1.72 -2.89 -1.45
H -1.16 -3.96 -2.39
O 4.10 2.80 1.82
H 4.69 2.29 1.29
H 4.74 3.28 2.31
*
```

=====

2.
Molecular formula: C6H10O
Method: DFT, ωB97M-V with the def2-TZVPD basis set

SMILES: C=C(C)/C=C/CO
LUMO energy, eV: 0.80
DFT total energy, Ha: -309.78869
E_HOMO, eV: -8.50
Orbital gap, eV: 9.3
Energy above the lowest of the compared OMol25 structures with the same formula, charge and spin, kcal per mole: 33.7

```
! wB97M-V def2-TZVPD RIJCOSX def2/J DEFGRID3
* xyz 0 1
C 0.51 2.03 0.11
C 0.24 0.99 0.90
C -0.03 1.25 2.36
C -0.08 -0.37 0.44
C 0.30 -0.79 -0.78
C -0.29 -1.93 -1.52
O -0.47 -1.46 -2.88
H 0.42 3.00 0.59
H 0.79 2.02 -0.93
H 0.12 2.30 2.60
H -1.03 0.92 2.66
H 0.63 0.66 3.01
H -0.72 -1.02 1.03
H 1.04 -0.34 -1.43
H 0.26 -2.86 -1.59
H -1.28 -2.19 -1.12
H -0.42 -2.22 -3.45
*
```

=====

3.
Molecular formula: C18H41BBr2Cl5FKLiN4NaO5P
Method: DFT, ωB97M-V with the def2-TZVPD basis set

LUMO energy, eV: -2.03
DFT total energy, Ha: -9990.27872
E_HOMO, eV: -5.23
Orbital gap, eV: 3.2

```
! wB97M-V def2-TZVPD RIJCOSX def2/J DEFGRID3
* xyz 0 1
C 0.75 -4.48 4.15
C -0.76 -4.40 4.00
C -1.29 -3.49 2.87
C -0.39 -3.40 1.64
C -1.75 -2.16 3.53
C -1.13 -0.77 3.31
P 0.66 -0.49 2.91
O 1.01 -0.61 1.46
O 0.84 1.03 3.28
O 1.59 -1.33 3.82
N -1.99 0.03 2.41
C -2.90 -0.96 1.86
N -3.34 -0.88 0.57
N -3.08 -1.88 2.82
B -4.27 -1.78 3.67
C -4.45 -0.79 4.87
O -5.30 -2.63 3.35
H 0.97 -5.34 4.79
H 1.30 -4.65 3.22
H 1.09 -3.59 4.73
H -1.20 -4.12 4.96
H -1.14 -5.40 3.77
H -2.21 -4.00 2.50
H -0.73 -2.54 1.07
H -0.56 -4.29 1.03
H 0.65 -3.21 1.85
H -1.92 -2.29 4.59
H -1.21 -0.29 4.30
H 0.16 1.29 4.01
H 1.86 -0.80 4.60
H -1.43 0.61 1.79
H -2.99 -1.57 -0.12
H -3.93 -0.11 0.16
H -3.58 -0.13 4.91
H -4.45 -1.38 5.78
H -5.37 -0.23 4.76
H -5.42 -2.60 2.39
C -3.06 1.41 -2.64
Cl -3.41 2.53 -3.96
Cl -1.65 2.00 -1.73
Cl -4.46 1.30 -1.58
Cl -2.68 -0.20 -3.31
Cl 1.05 -2.68 6.58
C 0.44 3.18 -3.84
C 1.09 1.82 -3.63
C 2.45 1.77 -2.94
N 3.63 2.45 -3.60
C 3.65 3.92 -3.21
C 4.67 4.73 -3.98
C 4.51 4.55 -5.48
C 4.65 3.07 -5.83
C 3.60 2.25 -5.10
C 4.86 1.80 -3.04
H 0.96 3.77 -4.60
H -0.58 3.05 -4.19
H 0.41 3.76 -2.92
H 1.12 1.28 -4.57
H 0.42 1.24 -2.99
H 2.73 0.72 -2.84
H 2.39 2.19 -1.93
H 2.65 4.32 -3.38
H 3.85 3.95 -2.14
H 4.54 5.78 -3.71
H 5.69 4.47 -3.67
H 5.25 5.14 -6.01
H 3.53 4.92 -5.79
H 5.66 2.72 -5.61
H 4.51 2.94 -6.90
H 3.73 1.18 -5.28
H 2.62 2.55 -5.46
H 4.85 0.75 -3.33
H 4.83 1.89 -1.96
H 5.74 2.28 -3.44
Br -6.06 -0.92 -0.29
Na -4.81 0.57 1.52
Br -0.25 2.77 5.33
Li -6.52 -3.82 1.73
O -2.74 -5.96 1.84
H -2.24 -6.77 1.70
F -4.29 -3.68 0.68
K -1.39 -1.36 -0.16
*
```

=====

4.
Molecular formula: C39H53N12O4PS3Tl
Method: DFT, ωB97M-V with the def2-TZVPD basis set

Expectation value of S²: 0.778
LUMO energy (spin up / spin down), eV: 3.15 / 3.15
DFT total energy, Ha: -4184.05129
E_HOMO (spin up / spin down), eV: 0.88 / -2.54
Orbital gap (spin up / spin down), eV: 2.3 / 5.7
Energy above the lowest of the compared OMol25 structures with the same formula, charge and spin, kcal per mole: 22.2

```
! wB97M-V def2-TZVPD RIJCOSX def2/J DEFGRID3
* xyz -2 2
Tl -1.14 -0.52 -0.38
O -3.99 -1.21 -1.12
N -5.03 -0.34 -0.94
C -5.95 -0.23 -2.00
C -6.98 0.68 -1.87
C -7.27 1.27 -0.65
C -6.52 0.93 0.52
C -5.33 0.15 0.34
S -4.25 0.29 1.64
H -5.74 -0.79 -2.89
H -7.59 0.94 -2.73
H -8.16 1.89 -0.48
H -6.85 1.36 1.46
C -2.21 -4.15 1.32
C -0.98 -4.70 0.71
N -0.51 -4.25 -0.45
C 0.32 -5.24 -0.89
C 0.69 -6.06 0.14
N -0.26 -5.75 1.21
C -0.49 -6.62 2.31
N -1.25 -7.86 1.97
N -0.58 -9.08 2.01
N -1.08 -9.90 1.19
C -2.12 -9.32 0.51
C -2.67 -9.42 -0.75
C -3.63 -8.47 -1.14
C -4.20 -7.58 -0.20
C -3.60 -7.39 1.03
C -2.38 -8.08 1.21
H -1.88 -3.28 1.96
H -2.67 -4.95 1.91
H -2.94 -3.85 0.54
H 0.51 -5.25 -1.95
H 1.49 -6.76 0.33
H -1.11 -6.15 3.11
H 0.48 -6.93 2.71
H -2.33 -10.27 -1.36
H -3.94 -8.41 -2.17
H -5.10 -7.06 -0.57
H -3.92 -6.62 1.77
C 6.91 1.50 -2.21
N 5.66 2.14 -2.35
C 5.07 2.26 -0.94
N 5.17 1.15 -0.11
C 6.40 0.42 -0.17
N 6.71 0.18 -1.58
C 5.77 -0.71 -2.20
P 3.94 0.00 -2.23
C 4.62 1.40 -3.19
C 4.03 0.29 -0.43
H 7.48 2.05 -1.45
H 7.49 1.55 -3.14
H 4.05 2.66 -1.14
H 5.62 3.10 -0.45
H 6.36 -0.48 0.45
H 7.22 1.04 0.17
H 5.72 -1.65 -1.62
H 5.99 -0.98 -3.26
H 3.81 2.05 -3.54
H 5.00 0.98 -4.14
H 4.24 -0.70 0.04
H 3.13 0.74 0.03
O 0.53 9.61 2.49
C 1.01 8.64 3.31
O 2.00 8.89 3.98
C 0.42 7.30 3.22
C -0.66 7.05 2.37
C -0.59 6.11 1.40
C 0.38 5.08 1.55
S 0.58 3.73 0.50
C 1.29 5.17 2.65
C 1.26 6.23 3.54
H -0.19 9.25 1.89
H -1.55 7.72 2.42
H -1.17 6.16 0.49
H 2.00 4.33 2.74
H 1.88 6.22 4.44
C -3.34 4.31 -3.46
N -2.84 4.21 -4.83
C -3.89 4.44 -5.78
C -1.90 3.17 -5.00
S -2.10 1.62 -4.44
N -0.71 3.60 -5.55
C 0.15 2.70 -6.24
C -0.30 4.96 -5.42
H -4.22 4.97 -3.40
H -2.59 4.75 -2.78
H -3.62 3.35 -3.06
H -4.33 3.48 -6.17
H -3.55 5.03 -6.63
H -4.68 5.06 -5.33
H 0.19 1.82 -5.63
H 1.13 3.20 -6.40
H -0.24 2.41 -7.24
H -0.60 5.40 -4.43
H -0.76 5.61 -6.21
H 0.79 5.05 -5.53
O 2.69 -0.87 -2.66
C 2.69 -2.39 5.79
C 1.71 -1.29 6.21
C 0.99 -1.77 7.49
C 2.50 0.02 6.53
C 0.82 -0.99 5.05
N 0.26 -0.72 4.05
H 3.58 -2.44 6.44
H 3.00 -2.19 4.74
H 2.25 -3.38 5.79
H 1.71 -1.98 8.29
H 0.40 -2.68 7.27
H 0.29 -0.99 7.91
H 3.29 -0.14 7.24
H 1.81 0.80 6.89
H 2.99 0.36 5.62
*
```

=====

5.
Molecular formula: C5H5NO
Method: DFT, ωB97M-V with the def2-TZVPD basis set

SMILES: N#C[C@@H]1CC=CO1
LUMO energy, eV: 0.80
DFT total energy, Ha: -323.42803
E_HOMO, eV: -8.86
Orbital gap, eV: 9.7
Energy above the lowest of the compared OMol25 structures with the same formula, charge and spin, kcal per mole: 57.5

```
! wB97M-V def2-TZVPD RIJCOSX def2/J DEFGRID3
* xyz 0 1
N 1.96 3.08 0.38
C 1.30 2.32 -0.16
C 0.55 1.20 -0.73
C -0.35 0.62 0.33
C 0.02 -0.80 0.34
C 1.11 -1.04 -0.38
O 1.70 0.00 -0.99
H -0.04 1.28 -1.63
H -1.39 1.01 0.20
H 0.00 0.89 1.37
H -0.50 -1.39 1.01
H 1.67 -2.03 -0.66
*
```

=====

6.
Molecular formula: C22H36N11O6P3W
Method: DFT, ωB97M-V with the def2-TZVPD basis set

Expectation value of S²: 2.030
LUMO energy (spin up / spin down), eV: -11.76 / -12.14
DFT total energy, Ha: -3003.69557
E_HOMO (spin up / spin down), eV: -18.79 / -19.27
Orbital gap (spin up / spin down), eV: 7.0 / 7.1
Energy above the lowest of the compared OMol25 structures with the same formula, charge and spin, kcal per mole: 57.0

```
! wB97M-V def2-TZVPD RIJCOSX def2/J DEFGRID3
* xyz 4 3
W 0.70 -0.64 -0.46
N -1.57 -2.67 2.90
C -1.51 -2.14 1.69
N -0.52 -1.34 1.34
C 0.40 -0.97 2.27
N 1.27 0.01 1.88
N 0.63 0.80 0.95
C 0.80 2.06 0.77
C 0.49 2.45 -0.59
C 0.40 3.75 -1.03
C 0.16 3.98 -2.38
C 0.05 2.89 -3.23
C 0.17 1.61 -2.71
N 0.37 1.37 -1.41
C 0.46 -1.57 3.54
C 1.44 -1.28 4.51
C 1.37 -1.87 5.74
C 0.31 -2.75 6.04
C -0.67 -3.04 5.12
C -0.59 -2.45 3.87
H -2.36 -3.26 3.13
H -2.29 -2.39 0.99
H 1.21 2.71 1.54
H 0.52 4.57 -0.33
H 0.08 4.99 -2.76
H -0.10 3.03 -4.29
H 0.14 0.76 -3.36
H 2.23 -0.58 4.27
H 2.12 -1.66 6.49
H 0.26 -3.21 7.02
H -1.49 -3.71 5.38
N 5.39 -2.50 -1.00
C 3.91 -2.41 -1.32
C 3.66 -3.33 -2.52
P 2.94 -3.04 0.12
O 3.58 -2.25 1.34
O 3.00 -4.50 0.22
O 1.52 -2.43 -0.11
P 3.54 -0.68 -1.83
O 3.63 0.21 -0.50
O 4.42 -0.30 -2.92
O 1.99 -0.72 -2.04
H 5.70 -3.47 -0.93
H 5.63 -2.03 -0.12
H 5.93 -2.05 -1.76
H 3.94 -4.36 -2.28
H 4.21 -2.98 -3.40
H 2.60 -3.33 -2.76
H 3.84 -2.82 2.08
H 4.42 0.76 -0.42
C -0.71 -4.38 -4.24
N -0.82 -2.94 -4.80
C -2.32 -2.56 -4.86
N -2.90 -2.71 -3.57
C -2.77 -4.08 -3.09
N -1.36 -4.46 -2.98
C -0.66 -3.76 -1.91
P -0.68 -1.92 -2.22
C -0.04 -1.96 -3.97
C -2.48 -1.71 -2.60
H 0.35 -4.62 -4.18
H -1.19 -5.02 -4.97
H -0.44 -2.92 -5.75
H -2.77 -3.24 -5.58
H -2.38 -1.53 -5.23
H -3.26 -4.76 -3.79
H -3.25 -4.19 -2.12
H 0.37 -4.10 -1.83
H -1.14 -3.97 -0.96
H 1.01 -2.24 -3.97
H -0.13 -0.98 -4.44
H -2.67 -0.70 -2.96
H -3.06 -1.85 -1.68
N -3.12 0.30 1.23
N -2.87 0.57 -0.17
H -4.02 0.70 1.51
H -2.41 0.80 1.75
H -3.09 1.54 -0.38
H -3.58 0.04 -0.67
*
```